The following is a DFT calculation (ωB97M-V/def2-TZVPD) of C21H20N4O5S in the gas phase.

Computed properties:
**LUMO level**: 0.2 eV
**Frontier orbital gap**: 8.459 eV
**SMILES**: CCOc1ccc(N(CC(=O)NCc2ccc3c(c2)OCO3)C(=O)c2csnn2)cc1
**E_HOMO**: -8.217 eV
**Multiplicity**: 1

Atoms and positions in Å:
C1 -0.936 -4.089 1.116
C2 -1.811 -3.031 0.451
O1 -1.120 -2.308 -0.548
C3 -0.178 -1.400 -0.195
C4 0.044 -0.920 1.092
C5 1.049 0.002 1.324
C6 1.842 0.460 0.284
N1 2.875 1.401 0.528
C7 2.474 2.745 0.904
C8 1.327 3.199 -0.002
O2 1.507 3.670 -1.102
N2 0.104 3.019 0.541
C9 -1.117 3.300 -0.189
C10 -1.899 2.045 -0.483
C11 -1.764 1.401 -1.702
C12 -2.500 0.263 -2.021
C13 -3.369 -0.207 -1.068
C14 -3.485 0.416 0.176
C15 -2.763 1.538 0.493
O3 -4.407 -0.258 0.938
C16 -4.942 -1.255 0.094
O4 -4.228 -1.271 -1.122
C17 4.178 1.154 0.252
O5 5.051 1.999 0.315
C18 4.492 -0.259 -0.086
C19 5.514 -0.655 -0.921
S1 5.543 -2.354 -0.959
N3 4.268 -2.433 0.108
N4 3.844 -1.310 0.457
C20 1.594 0.015 -1.011
C21 0.601 -0.907 -1.245
H1 -1.519 -4.642 1.849
H2 -0.084 -3.631 1.613
H3 -0.562 -4.781 0.366
H4 -2.237 -2.352 1.200
H5 -2.632 -3.511 -0.090
H6 -0.546 -1.262 1.926
H7 1.237 0.341 2.332
H8 2.180 2.776 1.959
H9 3.344 3.389 0.747
H10 0.009 2.519 1.410
H11 -0.810 3.789 -1.116
H12 -1.728 3.992 0.400
H13 -1.077 1.802 -2.432
H14 -2.403 -0.228 -2.974
H15 -2.879 2.020 1.450
H16 -6.006 -1.036 -0.106
H17 -4.863 -2.235 0.586
H18 6.194 -0.041 -1.474
H19 2.192 0.395 -1.825
H20 0.406 -1.274 -2.240

***

The following is a DFT calculation (ωB97M-V/def2-TZVPD) of a molecular structure, C37H36KN2S.

Computed properties:
**LUMO level**: 2.4 eV
**Frontier orbital gap**: 6.081 eV
**Charge**: -1
**E_HOMO**: -3.684 eV
**Multiplicity**: 1

Atoms and positions in Å:
K1 -0.252 -0.310 0.347
C1 -0.450 3.875 0.407
C2 -1.419 2.902 1.043
C3 -1.161 2.418 2.330
C4 -0.019 3.006 3.124
C5 -1.962 1.403 2.866
C6 -1.626 0.794 4.210
C7 -3.054 0.918 2.136
C8 -3.943 -0.166 2.702
C9 -3.340 1.436 0.867
C10 -4.491 0.861 0.072
C11 -2.544 2.458 0.338
C12 -2.924 3.120 -0.971
H1 0.573 3.622 0.688
H2 -0.638 4.911 0.708
H3 -0.499 3.828 -0.680
H4 0.903 2.449 2.934
H5 -0.223 2.982 4.194
H6 0.148 4.049 2.853
H7 -0.583 0.956 4.469
H8 -1.786 -0.284 4.198
H9 -2.244 1.209 5.013
H10 -3.658 -1.149 2.313
H11 -4.983 -0.001 2.420
H12 -3.899 -0.200 3.788
H13 -4.533 -0.222 0.183
H14 -4.378 1.050 -0.993
H15 -5.453 1.276 0.392
H16 -2.490 2.619 -1.842
H17 -2.592 4.157 -0.992
H18 -4.005 3.122 -1.103
C13 2.617 -2.410 -0.145
C14 1.625 -3.390 -0.711
C15 2.073 -4.638 -1.208
C16 1.169 -5.491 -1.756
C17 -0.195 -5.133 -1.824
C18 -1.153 -5.998 -2.398
C19 -2.459 -5.598 -2.436
C20 -2.848 -4.354 -1.912
C21 -1.959 -3.458 -1.330
S1 -2.532 -1.948 -0.693
C22 -0.570 -3.869 -1.292
N1 0.363 -3.032 -0.746
H19 3.599 -2.866 -0.015
H20 2.288 -2.015 0.817
H21 2.726 -1.556 -0.818
H22 3.123 -4.894 -1.148
H23 1.478 -6.455 -2.149
H24 -0.839 -6.956 -2.796
H25 -3.209 -6.247 -2.875
H26 -3.888 -4.058 -1.949
C23 3.449 -0.234 3.637
C24 4.549 0.137 2.870
C25 4.336 0.643 1.598
C26 3.034 0.774 1.090
C27 1.880 0.426 1.832
C28 2.168 -0.075 3.118
C29 2.858 1.202 -0.335
C30 3.970 1.556 -1.168
C31 3.795 1.788 -2.494
C32 2.501 1.703 -3.064
C33 2.230 1.876 -4.439
C34 0.950 1.779 -4.910
C35 -0.112 1.525 -4.014
C36 0.124 1.373 -2.678
C37 1.448 1.433 -2.168
N2 1.643 1.188 -0.844
H27 3.600 -0.647 4.631
H28 5.556 0.026 3.252
H29 5.210 0.913 1.014
H30 1.338 -0.371 3.764
H31 4.961 1.623 -0.745
H32 4.641 2.034 -3.128
H33 3.055 2.078 -5.114
H34 0.748 1.896 -5.967
H35 -1.125 1.451 -4.391
H36 -0.688 1.181 -1.985

***

The following is a DFT calculation (ωB97M-V/def2-TZVPD) of C4H5ClN2 in the gas phase.

Computed properties:
**LUMO level**: 0.2 eV
**Frontier orbital gap**: 10.463 eV
**SMILES**: ClC1(C2CC2)N=N1
**E_HOMO**: -10.223 eV
**Multiplicity**: 1

Atoms and positions in Å:
Cl1 0.997 -2.667 0.370
C1 -0.219 -1.445 -0.099
C2 -0.020 -0.098 0.592
C3 0.939 0.925 -0.006
C4 -0.487 1.151 0.026
N1 -0.766 -1.555 -1.385
N2 -1.464 -1.994 -0.487
H1 -0.145 -0.257 1.705
H2 1.366 0.953 -0.924
H3 1.611 1.639 0.648
H4 -0.815 2.099 0.534
H5 -0.996 1.251 -0.974

***

The following is a DFT calculation (ωB97M-V/def2-TZVPD) of 14 unconnected molecules or ions with the total composition C58H143N9O22.

Computed properties:
**LUMO level**: -7.0 eV
**Frontier orbital gap**: 2.807 eV
**Charge**: +4
**E_HOMO**: -9.844 eV
**Multiplicity**: 1

Atoms and positions in Å:
C1 2.921 8.481 1.232
C2 1.482 8.988 0.859
C3 0.352 7.900 0.553
N1 -0.965 8.384 -0.126
C4 -1.629 9.623 0.719
C5 -2.273 9.201 2.109
C6 -3.274 8.089 1.828
C7 -2.690 6.912 1.148
C8 -2.016 7.233 -0.184
C9 -0.723 8.910 -1.506
H1 3.626 9.305 1.341
H2 3.495 7.828 0.575
H3 2.795 8.081 2.238
H4 1.552 9.599 -0.040
H5 1.145 9.640 1.665
H6 0.161 7.369 1.486
H7 0.692 7.112 -0.119
H8 -0.942 10.416 1.015
H9 -2.443 10.018 0.112
H10 -1.572 8.693 2.771
H11 -2.611 10.122 2.585
H12 -3.827 7.820 2.728
H13 -4.142 8.537 1.345
H14 -2.004 6.446 1.854
H15 -3.514 6.212 1.001
H16 -1.603 6.354 -0.679
H17 -2.778 7.580 -0.882
H18 -1.557 9.403 -2.007
H19 -0.504 8.021 -2.098
H20 0.115 9.589 -1.350
C10 -0.143 -1.969 3.622
C11 0.555 -0.646 3.281
C12 0.856 -0.764 1.720
N2 1.048 0.623 1.128
C13 1.418 0.328 -0.433
C14 0.359 -0.161 -1.340
C15 -0.962 0.645 -1.077
C16 -1.369 1.093 0.293
C17 -0.215 1.577 1.103
C18 2.263 1.420 1.825
H21 -1.185 -2.155 3.365
H22 -0.283 -2.129 4.691
H23 0.586 -2.700 3.272
H24 1.415 -0.626 3.952
H25 0.181 0.314 3.635
H26 -0.002 -1.069 1.121
H27 1.792 -1.310 1.596
H28 2.338 -0.256 -0.445
H29 1.911 1.231 -0.794
H30 0.008 -1.167 -1.111
H31 0.647 -0.194 -2.390
H32 -1.831 0.232 -1.589
H33 -0.749 1.627 -1.499
H34 -1.740 0.176 0.751
H35 -2.179 1.821 0.251
H36 -0.466 1.645 2.162
H37 0.116 2.468 0.569
H38 2.070 2.465 2.067
H39 3.126 1.565 1.175
H40 2.462 0.825 2.717
C19 -6.675 3.398 7.652
N3 -6.453 2.210 6.754
C20 -7.709 1.262 6.785
C21 -6.390 2.856 5.326
C22 -5.279 1.205 6.974
C23 -3.894 1.650 7.217
O1 -3.376 2.588 6.318
H41 -7.568 3.960 7.378
H42 -5.845 4.100 7.580
H43 -6.903 2.981 8.634
H44 -8.561 1.869 6.479
H45 -7.891 0.693 7.696
H46 -7.385 0.456 6.126
H47 -7.173 3.602 5.191
H48 -6.269 2.081 4.568
H49 -5.437 3.383 5.291
H50 -5.375 0.411 6.233
H51 -5.692 0.735 7.866
H52 -3.304 0.734 7.265
H53 -3.924 2.030 8.239
H54 -2.598 2.987 6.715
C24 -2.474 8.421 -8.173
N4 -1.554 7.443 -8.938
C25 -2.196 7.225 -10.328
C26 -0.133 8.001 -9.146
C27 -1.441 6.017 -8.237
C28 -2.795 5.478 -7.515
O2 -3.884 5.195 -8.305
H55 -2.129 8.435 -7.139
H56 -3.527 8.138 -8.202
H57 -2.541 9.388 -8.671
H58 -1.559 6.555 -10.905
H59 -2.267 8.109 -10.962
H60 -3.164 6.727 -10.271
H61 0.205 8.422 -8.199
H62 -0.165 8.784 -9.904
H63 0.486 7.242 -9.625
H64 -0.636 6.125 -7.510
H65 -0.961 5.326 -8.930
H66 -2.915 6.066 -6.605
H67 -2.485 4.583 -6.977
H68 -4.081 4.281 -8.087
C29 -5.102 -4.656 7.730
N5 -6.174 -5.795 7.929
C30 -7.159 -5.692 6.713
C31 -5.438 -7.126 7.836
C32 -6.851 -5.630 9.308
C33 -7.788 -4.377 9.577
O3 -9.001 -4.465 8.875
H69 -5.649 -3.713 7.741
H70 -4.676 -4.702 6.728
H71 -4.358 -4.704 8.526
H72 -7.878 -6.494 6.547
H73 -6.519 -5.632 5.832
H74 -7.659 -4.726 6.641
H75 -5.103 -7.139 6.799
H76 -6.175 -7.855 8.175
H77 -4.561 -6.994 8.469
H78 -5.958 -5.660 9.932
H79 -7.394 -6.575 9.277
H80 -7.365 -3.451 9.189
H81 -7.813 -4.010 10.603
H82 -9.562 -3.721 9.105
C34 7.270 -6.742 5.645
N6 6.839 -5.835 4.396
C35 6.554 -4.505 4.917
C36 8.057 -5.739 3.504
C37 5.677 -6.498 3.660
C38 5.324 -6.119 2.198
O4 4.299 -6.985 1.844
H83 8.135 -6.404 6.216
H84 7.375 -7.784 5.343
H85 6.326 -6.747 6.189
H86 7.476 -4.204 5.414
H87 5.667 -4.741 5.506
H88 6.359 -3.922 4.017
H89 8.780 -5.160 4.078
H90 7.728 -5.161 2.640
H91 8.444 -6.737 3.299
H92 4.857 -6.290 4.347
H93 5.892 -7.565 3.721
H94 5.988 -6.462 1.405
H95 5.145 -5.058 2.026
H96 4.697 -7.727 1.382
C39 4.498 1.408 -6.559
N7 4.325 1.724 -8.077
C40 5.122 0.830 -9.025
C41 2.727 1.473 -8.280
C42 4.752 3.245 -8.319
C43 6.056 3.722 -7.685
O5 7.087 2.771 -7.967
H97 4.178 0.383 -6.371
H98 3.835 2.133 -6.089
H99 5.525 1.541 -6.219
H100 6.166 0.923 -8.727
H101 5.064 1.332 -9.991
H102 4.760 -0.197 -8.980
H103 2.618 1.662 -9.348
H104 2.169 2.200 -7.689
H105 2.332 0.467 -8.139
H106 3.942 3.801 -7.846
H107 4.740 3.583 -9.355
H108 5.881 4.007 -6.648
H109 6.312 4.701 -8.091
H110 7.764 2.843 -7.291
C44 4.683 -6.851 -4.949
N8 3.966 -5.588 -5.520
C45 3.186 -5.862 -6.775
C46 2.939 -5.257 -4.384
C47 5.102 -4.522 -5.742
C48 5.827 -4.029 -4.455
O6 4.967 -3.134 -3.703
H111 3.900 -7.608 -4.904
H112 5.339 -6.770 -4.082
H113 5.378 -7.146 -5.735
H114 3.797 -5.862 -7.678
H115 2.427 -5.089 -6.892
H116 2.629 -6.779 -6.582
H117 2.599 -4.241 -4.587
H118 3.487 -5.245 -3.442
H119 2.158 -6.013 -4.464
H120 4.640 -3.631 -6.167
H121 5.787 -4.954 -6.472
H122 6.678 -3.419 -4.758
H123 6.278 -4.789 -3.818
H124 5.311 -3.157 -2.807
C49 -3.225 -9.497 0.225
N9 -1.868 -8.998 0.587
C50 -1.716 -9.385 2.106
C51 -0.802 -9.834 -0.268
C52 -1.560 -7.541 0.327
C53 -2.769 -6.626 0.189
O7 -3.303 -6.390 1.464
H125 -3.118 -10.580 0.289
H126 -3.211 -9.088 -0.785
H127 -3.992 -9.046 0.855
H128 -0.969 -8.756 2.591
H129 -1.429 -10.431 2.204
H130 -2.710 -9.108 2.459
H131 -0.775 -10.920 -0.171
H132 0.153 -9.601 0.204
H133 -0.616 -9.434 -1.265
H134 -0.996 -7.398 -0.594
H135 -0.837 -7.349 1.119
H136 -3.437 -6.855 -0.641
H137 -2.499 -5.615 -0.116
H138 -3.995 -5.744 1.301
O8 -3.970 -1.824 -6.392
C54 -3.721 -0.541 -6.394
O9 -2.541 -0.103 -6.385
O10 -4.692 0.162 -6.504
H139 -3.120 -2.262 -6.302
O11 4.874 5.868 -2.990
C55 3.784 6.108 -3.731
O12 3.843 6.834 -4.733
O13 2.724 5.570 -3.339
H140 4.236 5.321 -2.526
O14 -6.258 -0.248 0.929
C56 -6.247 -1.505 1.334
O15 -6.300 -2.402 0.469
O16 -6.281 -1.739 2.560
H141 -6.165 -0.429 -0.009
O17 9.555 -1.109 0.745
C57 8.213 -0.839 0.741
O18 7.386 -1.698 0.534
O19 7.986 0.386 0.715
H142 9.847 -0.196 0.800
O20 4.115 3.683 7.653
C58 2.997 4.219 7.048
O21 1.896 3.711 7.311
O22 3.031 5.064 6.174
H143 3.467 3.132 8.100

***

The following is a DFT calculation (ωB97M-V/def2-TZVPD) of a molecular structure, C10H20ErN2OP.

Computed properties:
**LUMO level (spin up / spin down)**: -0.3 / -0.3 eV
**Frontier orbital gap (spin up / spin down)**: 4.847 / 5.082 eV
**E_HOMO (spin up / spin down)**: -5.131 / -5.332 eV
**Multiplicity**: 4

Atoms and positions in Å:
C1 -0.446 0.547 -1.369
C2 -1.290 1.663 -1.156
C3 -0.465 2.830 -1.026
C4 0.901 2.428 -1.072
C5 0.938 1.007 -1.243
Er1 1.050 -1.782 1.623
P1 -0.274 -3.456 0.105
H1 -0.797 -0.461 -1.613
H2 -2.386 1.661 -1.194
H3 -0.801 3.860 -0.970
H4 1.814 0.345 -1.282
H5 1.779 3.063 -0.919
H6 0.893 -3.712 -0.760
H7 -1.327 -3.147 -0.840
H8 -0.592 -4.797 0.562
C6 0.156 2.538 2.776
N1 0.082 1.591 3.887
C7 -0.114 2.153 5.228
C8 0.195 0.310 3.618
O1 0.503 -0.003 2.393
N2 -0.008 -0.713 4.508
C9 0.330 -0.618 5.930
C10 0.193 -2.098 3.945
H9 0.057 3.538 3.212
H10 -0.648 2.382 2.048
H11 1.104 2.467 2.231
H12 -0.951 1.660 5.749
H13 0.809 2.059 5.831
H14 -0.346 3.213 5.090
H15 -0.500 -0.168 6.487
H16 0.483 -1.640 6.285
H17 1.262 -0.054 6.087
H18 -0.494 -2.268 3.039
H19 1.318 -2.291 3.775
H20 -0.091 -2.844 4.677

***

The following is a DFT calculation (ωB97M-V/def2-TZVPD) of a gas-phase ion, C2H7BNO5S (charge -1).

Computed properties:
**LUMO level**: 3.3 eV
**Frontier orbital gap**: 8.413 eV
**SMILES**: CN(C)B(O)OS(=O)(=O)[O-]
**Charge**: -1
**E_HOMO**: -5.161 eV
**Multiplicity**: 1

Atoms and positions in Å:
C1 1.630 -0.985 0.367
N1 0.994 0.373 0.560
C2 1.093 1.257 -0.661
B1 -0.409 0.297 1.131
O1 -0.806 1.421 2.051
O2 -1.394 -0.782 0.922
S1 -1.918 -0.886 -0.695
O3 -3.238 -1.752 -0.673
O4 -2.268 0.464 -1.364
O5 -0.789 -1.837 -1.604
H1 1.061 -1.746 1.078
H2 2.748 -0.954 0.779
H3 1.629 -1.315 -0.756
H4 2.198 1.684 -0.788
H5 0.417 2.212 -0.462
H6 0.750 0.767 -1.666
H7 -1.700 1.784 1.781